No. 1
ORCA calculation (wB97M-V/def2-TZVPD) on a 2-piece molecular cluster, C3H11N3O overall at a distorted geometry.

The calculation puts the energy at -9802.169 eV. The HOMO energy (spin up / spin down) comes out at -0.258 / -0.232 Eh. The LUMO energy (spin up / spin down) is 0.72 / 0.74 eV. For the energy relative to the best compared isomer or geometry (same formula, charge and spin), the calculation gives 134.51 kcal per mole.

CARTESIAN COORDINATES (ANGSTROEM)
C -2.24017 0.40338 0.00614
C -0.11818 -0.04021 -1.32960
C -1.15638 -0.54813 -0.48544
O -0.02439 1.30660 -1.53646
H 0.79423 1.50576 -2.00493
H 0.44794 -0.68281 -1.99160
H -1.54726 -1.49300 -0.86685
H -2.86103 -0.09511 0.75139
H -2.88086 0.74502 -0.80987
H -1.80834 1.28430 0.48267
N 1.14647 -0.47487 0.57304
N 2.18410 -1.27194 1.10142
N 1.31041 0.80433 1.15348
H -0.42746 -0.84512 0.45148
H 2.34844 -2.04764 0.46687
H 3.06752 -0.77266 1.21002
H 1.08156 0.77736 2.14785
H 0.68341 1.44475 0.68039

Cartesian forces (eV/Å) of the 3 atoms listed first:
C 0.04 -0.02 -0.19
C 0.24 0.31 -0.45
C 0.14 -0.32 0.99

---

No. 2
ORCA calculation (wB97M-V/def2-TZVPD) on C43H58IrN10O6P2Se as an isolated structure at a distorted geometry.

The calculation puts the energy at -159463.249 eV. Its charge is +3. The HOMO energy comes out at -0.512 Eh. The LUMO energy is -8.41 eV. For the energy relative to the best compared isomer or geometry (same formula, charge and spin), the calculation gives 73.93 kcal per mole.

CARTESIAN COORDINATES (ANGSTROEM)
Ir -0.30319 0.18231 0.30349
C 0.19578 2.46478 2.58124
N -0.85707 3.30705 2.02100
C -1.95655 3.65406 2.92778
P -1.04527 3.29010 0.40335
O -0.19642 2.19574 -0.21616
O -2.62646 3.01762 0.16357
P -3.34720 1.56521 0.06768
O -2.34919 0.54720 0.56884
N -3.81349 1.36830 -1.47726
C -2.81522 1.58917 -2.53326
C -5.15651 1.81315 -1.89325
N -4.63103 1.64136 1.03728
C -5.32336 0.39962 1.39829
C -5.29980 2.87595 1.45575
N -0.68832 4.71331 -0.26134
C -0.71674 4.83088 -1.72659
C -1.00699 5.96270 0.44814
H 0.30329 2.69551 3.63984
H 1.15005 2.64424 2.09037
H -0.05641 1.38655 2.51880
H -1.54775 4.13338 3.81587
H -2.52349 2.76786 3.22767
H -2.63319 4.35913 2.45010
H -1.81410 1.36323 -2.17315
H -2.84952 2.62890 -2.87052
H -3.03389 0.94295 -3.38240
H -5.89865 1.56221 -1.14181
H -5.41334 1.29283 -2.81439
H -5.17694 2.88889 -2.08435
H -4.79972 -0.46336 0.98788
H -6.34212 0.40651 1.00631
H -5.36767 0.29991 2.48384
H -4.77331 3.74724 1.07615
H -5.33274 2.92642 2.54477
H -6.32263 2.89719 1.07547
H -0.40130 3.89499 -2.18328
H -0.01565 5.60932 -2.02214
H -1.71238 5.10303 -2.08530
H -0.78314 5.86185 1.50698
H -2.05237 6.25026 0.31196
H -0.37583 6.75060 0.04190
C 7.31253 5.08261 0.98563
C 7.11403 3.82311 0.18998
C 6.03718 3.67100 -0.67484
C 5.85093 2.51330 -1.42049
C 6.75432 1.46797 -1.29635
N 6.65425 0.24740 -2.02363
C 5.62644 -0.27210 -2.74395
O 5.77041 -1.02888 -3.67475
N 4.30531 0.07692 -2.35736
C 3.75736 0.03802 -1.09354
C 4.48182 -0.08967 0.09471
C 3.79398 -0.15840 1.29152
C 2.41443 -0.12546 1.30507
N 1.71608 -0.00153 0.16709
C 2.36692 0.10287 -0.99414
C 7.84167 1.60247 -0.43791
C 8.01860 2.76678 0.28649
H 6.70915 5.89892 0.59171
H 8.35588 5.39562 0.96815
H 7.03636 4.93210 2.03102
H 5.33940 4.49060 -0.79933
H 5.03441 2.45795 -2.12675
H 7.53529 -0.17337 -2.28587
H 3.67591 -0.15071 -3.11380
H 5.55942 -0.14572 0.08329
H 4.33325 -0.25050 2.22410
H 1.84767 -0.21224 2.22182
H 1.76682 0.20884 -1.88827
H 8.56190 0.79699 -0.35115
H 8.88295 2.85990 0.93244
C 3.41143 -3.38458 -2.50723
O 2.72562 -3.32393 -1.24682
C 1.40944 -3.63208 -1.22821
C 0.60932 -3.84462 -2.34342
C -0.72371 -4.19373 -2.16869
C -1.27504 -4.32909 -0.90071
C -0.48269 -4.11788 0.21515
C 0.84666 -3.77035 0.04575
N 1.76302 -3.71577 1.13225
C 1.58669 -3.45868 2.39001
C 0.46884 -2.85248 3.04625
C 0.29998 -3.12155 4.42013
C -0.69699 -2.51794 5.14626
C -1.51507 -1.58063 4.51066
C -1.34424 -1.26222 3.17454
C -0.35541 -1.89762 2.40586
O -0.14415 -1.67268 1.11884
H 3.32595 -4.38011 -2.94283
H 4.45209 -3.16535 -2.29286
H 3.01989 -2.63753 -3.19796
H 1.02228 -3.77188 -3.33862
H -1.32818 -4.39799 -3.04325
H -2.30330 -4.64353 -0.77968
H -0.87999 -4.26745 1.21150
H 2.69511 -4.02278 0.86400
H 2.42881 -3.73039 3.02093
H 0.96202 -3.83335 4.89932
H -0.83468 -2.75227 6.19173
H -2.29399 -1.08484 5.07661
H -1.97075 -0.51089 2.71002
C -2.57669 -2.93123 -3.61195
N -2.77604 -2.90550 -2.16944
C -2.07077 -2.22339 -1.26351
Se -0.60160 -1.12712 -1.68368
N -2.57319 -2.46104 -0.05139
C -3.63958 -3.35113 -0.15268
C -4.47188 -3.92141 0.80065
C -5.43916 -4.78985 0.32883
C -5.57083 -5.07640 -1.03764
C -4.73875 -4.50724 -1.98393
C -3.76820 -3.63668 -1.50629
H -1.72842 -2.30701 -3.87896
H -3.46922 -2.55737 -4.11086
H -2.38103 -3.95216 -3.93457
H -2.15344 -2.10266 0.79361
H -4.36736 -3.70698 1.85605
H -6.11131 -5.26464 1.03014
H -6.34206 -5.76295 -1.35788
H -4.84424 -4.73393 -3.03603

Cartesian forces (eV/Å) of the 3 atoms listed first:
Ir 0.25 0.10 0.29
C 0.00 0.11 -0.01
N -0.05 -0.13 -0.01

---

No. 3
ORCA calculation (wB97M-V/def2-TZVPD) on a 2-piece molecular cluster, C10H23N2O4P overall at a distorted geometry.

Its SMILES is CC(C)=N[PH3]N=C=O.COCCOCCOC. The calculation puts the energy at -31193.925 eV. The HOMO energy comes out at -0.324 Eh. The LUMO energy is -0.05 eV.

CARTESIAN COORDINATES (ANGSTROEM)
C 1.01896 1.89897 -3.33639
C -0.53962 1.60087 -2.92701
C -1.55434 2.93044 -2.92440
N -1.07814 0.39586 -2.55097
P -0.51702 -0.95581 -3.56751
N 0.24605 -2.30409 -4.51826
C 0.76810 -1.70270 -5.66645
O 1.24948 -0.99626 -6.72093
H 1.02654 2.64972 -4.25874
H 1.61129 2.38925 -2.42415
H 1.64091 0.96254 -3.66000
H -2.20451 2.92414 -1.92514
H -0.84887 3.88532 -2.83326
H -2.20389 2.93161 -3.89885
H -0.41262 -0.15790 -4.76164
H -1.74260 -1.72153 -3.38707
H 0.62888 -1.07730 -2.65644
C -0.78284 -2.08346 5.23837
O -0.01393 -1.24706 4.39042
C 1.15660 -1.89858 3.89393
C 1.57219 -1.30178 2.54687
O 0.76710 -1.75507 1.44990
C -0.56836 -1.23409 1.39405
C -0.62795 0.24356 0.99553
O -0.28652 1.07406 2.10610
C 0.22579 2.33296 1.70178
H -0.21403 -2.33865 6.13794
H -1.68670 -1.54175 5.52837
H -1.08288 -2.99268 4.71045
H 0.97780 -2.97547 3.77357
H 1.95500 -1.74402 4.62811
H 2.58687 -1.65071 2.32489
H 1.61725 -0.21197 2.57712
H -1.10656 -1.43115 2.32260
H -1.07209 -1.81268 0.61163
H -1.64852 0.50159 0.69406
H 0.05282 0.42072 0.15551
H 1.11553 2.20269 1.07806
H 0.51421 2.88933 2.59781
H -0.53942 2.90109 1.16012

Cartesian forces (eV/Å) of the 3 atoms listed first:
C -0.07 0.27 -0.75
C -1.86 -1.82 1.57
C 1.66 -0.10 1.52

---

No. 4
ORCA calculation (wB97M-V/def2-TZVPD) on a 7-piece molecular cluster, CH16O6 overall at a distorted geometry.

The calculation puts the energy at -13571.330 eV. Its charge is +1. The HOMO energy (spin up / spin down) comes out at -0.545 / -0.545 Eh. The spin multiplicity is 2. The LUMO energy (spin up / spin down) is -3.51 / -10.59 eV. For the energy relative to the best compared isomer or geometry (same formula, charge and spin), the calculation gives 0.00 kcal per mole. Its expectation value of S² is 0.758.

CARTESIAN COORDINATES (ANGSTROEM)
C 1.12840 1.87539 1.11380
H 1.21098 1.70903 2.18640
H 0.16369 2.35222 0.93174
H 1.86439 2.63497 0.85263
H 1.23616 0.94149 0.57759
H -1.69681 0.51885 -1.33617
H -1.41137 -0.91128 -1.45763
O -1.28394 -0.10439 -1.99448
H 3.37221 -0.91054 -1.75279
H 2.04938 -0.07401 -1.29861
O 2.64823 -0.82772 -1.10223
H 0.15854 -2.46815 3.01737
H 1.09531 -1.83403 1.95676
O 0.29760 -2.35549 2.07105
H -2.60680 -0.07862 0.25601
H -2.11764 1.49998 0.34423
O -2.80062 0.86234 0.14696
H 0.01817 0.46978 -2.16145
H 1.07295 1.46819 -2.85193
O 1.01348 0.81786 -2.13471
H -2.57416 -1.93232 1.11814
H -0.99574 -1.93147 0.98661
O -1.84243 -1.72209 0.53071

Cartesian forces (eV/Å) of the 3 atoms listed first:
C -0.19 0.80 0.52
H -0.02 -0.15 -0.02
H -0.10 -0.31 -0.09